Density functional theory data (wB97M-V/def2-TZVPD) for one molecule with the formula C21H24N2O2S.

As for the spin multiplicity: 1. As for the HOMO energy: -8.9 eV. As for the charge: 0. Its HOMO-LUMO gap is 9.42 eV.

Each line ends with the Mulliken charge.
Geometry (Å):
S (-3.7855, -0.0573, 0.0687)  -0.19
O (-3.5027, 3.4892, 1.5568)  -0.65
O (3.4682, -1.4052, -1.1643)  -0.65
N (2.7529, -0.0168, -2.7994)  -0.11
N (-2.5084, 1.4636, 1.7723)  0.19
C (-3.3567, 2.3412, 1.2035)  0.60
C (-3.6489, 0.3899, 5.8119)  -0.68
C (-2.0570, 0.9810, 4.1088)  0.37
C (-0.4021, -1.2619, 0.5343)  -0.71
C (1.3241, -0.4129, -0.9127)  0.78
C (-1.5910, -0.8256, 5.6257)  -0.65
C (2.6157, -0.6697, -1.6218)  0.28
C (-1.6890, 1.8225, 2.9163)  -1.33
C (2.9684, -2.3037, -4.7020)  -1.41
C (-3.2767, 1.1843, 4.7429)  -0.21
C (3.5204, -0.9082, -4.9785)  0.86
C (-1.2194, -0.0327, 4.5532)  -0.20
C (4.7465, -0.9820, -5.8840)  -1.57
C (0.7807, -1.4448, -0.1537)  -1.01
C (0.6753, 0.8169, -0.9498)  -1.20
C (-2.3547, 0.1506, 1.2201)  -0.60
C (-4.1141, 1.7201, 0.0420)  -0.55
C (-2.8059, -0.6162, 6.2551)  -0.40
C (-1.0559, -0.0363, 0.4881)  0.73
C (3.8917, -0.2057, -3.6658)  -1.13
C (-0.5044, 1.0019, -0.2542)  0.02
H (1.3056, -2.3870, -0.1124)  0.44
H (4.4933, -1.4616, -6.8262)  0.40
H (5.5337, -1.5593, -5.4051)  0.35
H (-0.9316, -1.6097, 5.9674)  0.39
H (3.7142, -2.9074, -4.1904)  0.34
H (-4.5975, 0.5553, 6.3006)  0.38
H (-0.9954, 1.9645, -0.2807)  0.44
H (5.1305, 0.0130, -6.0977)  0.39
H (2.6994, -2.7981, -5.6325)  0.43
H (-3.7821, 2.1579, -0.9015)  0.31
H (2.0829, -2.2534, -4.0720)  0.30
H (-5.1834, 1.8937, 0.1537)  0.41
H (4.3429, 0.7693, -3.8823)  0.32
H (-1.8869, 2.8812, 3.1076)  0.48
H (-2.4677, -0.6113, 2.0006)  0.56
H (4.6079, -0.8113, -3.1058)  0.39
H (1.1012, 1.6463, -1.4959)  0.47
H (2.7466, -0.3146, -5.4817)  0.23
H (1.9705, 0.4952, -3.1746)  0.29
H (-0.6328, 1.6887, 2.6580)  0.49
H (-0.8245, -2.0688, 1.1148)  0.44
H (-0.2722, -0.1994, 4.0591)  0.35
H (-3.0958, -1.2358, 7.0905)  0.38
H (-3.9302, 1.9703, 4.3929)  0.44



Density functional theory data (wB97M-V/def2-TZVPD) for C21H24N2O3S as an isolated structure.

As for the spin multiplicity: 1. As for the HOMO energy: -7.9 eV. As for the charge: 0. Its HOMO-LUMO gap is 8.40 eV.

Each line ends with the Mulliken charge.
Geometry (Å):
S (-0.7763, -2.2301, 2.7684)  -0.18
O (3.9381, -0.1843, -3.8282)  -0.45
O (5.3149, -0.5386, -2.0324)  -0.48
O (-2.1637, -2.3290, -0.3363)  -0.48
N (-0.2275, 2.4364, -0.7247)  0.16
N (-1.1514, -0.5785, 0.1301)  0.19
C (-1.7919, 0.2375, -1.0340)  -0.88
C (-2.6108, 0.1758, 3.1177)  -1.30
C (2.3570, 1.4154, -2.6255)  0.52
C (-4.1305, 1.4364, 1.8202)  0.02
C (3.0433, 1.8913, -0.3798)  -0.74
C (2.0063, 1.9993, -1.5933)  0.65
C (0.8756, 2.8502, -1.2246)  -1.99
C (-3.4146, 1.5356, 2.8113)  -0.80
C (4.9586, -0.9598, -3.4264)  -0.18
C (-0.9025, 1.1717, -1.7839)  -0.26
C (-3.1242, -1.0093, 2.5196)  0.63
C (-0.0411, 0.2726, 0.7036)  -1.81
C (-0.2127, 1.8695, 0.5811)  -1.49
C (4.2474, 0.3990, -1.7308)  0.47
C (-0.4185, -2.4411, 1.0696)  -0.21
C (-2.3777, -2.1542, 3.1723)  -1.17
C (3.2522, 0.4132, -2.7928)  0.38
C (-4.1388, -0.8547, 1.4802)  0.14
C (-1.4085, -1.7938, 0.2581)  0.40
C (3.9648, 1.0993, -0.5335)  -0.86
C (-4.6698, 0.2419, 1.0787)  -0.55
H (-0.5334, -3.7879, 1.1069)  0.28
H (-1.5536, 1.8681, -2.6013)  0.23
H (5.6965, -0.8392, -4.2742)  0.20
H (-4.9333, 2.4072, 1.4137)  0.03
H (2.7980, 2.1454, 0.5471)  0.48
H (-5.6687, 0.1814, 0.4122)  0.26
H (0.6779, -2.2794, 0.9257)  0.30
H (-4.3526, -2.0060, 0.9707)  0.07
H (4.6316, 0.9295, 0.2226)  0.50
H (-2.8374, -3.1647, 2.3400)  0.16
H (0.9930, -0.0012, 0.2820)  0.31
H (0.6648, 3.4473, -2.2131)  0.34
H (-0.0779, 0.0745, 1.6023)  1.51
H (0.5258, 2.1920, 1.1244)  0.78
H (-2.1326, -0.5915, -1.5834)  0.58
H (-2.5738, -2.4667, 3.9927)  0.83
H (-0.0037, 0.5236, -2.2614)  0.19
H (-3.2413, 2.4802, 3.1707)  0.46
H (1.0721, 3.7891, -0.5330)  0.49
H (-2.0601, 0.1231, 3.7852)  1.35
H (-2.6533, 0.8832, -0.4406)  0.09
H (1.6170, 1.5707, -3.6576)  0.16
H (-1.2492, 1.9445, 0.9624)  0.41
H (4.6536, -2.0001, -3.5600)  0.26



Density functional theory data (wB97M-V/def2-TZVPD) for one molecule with the formula C21H24N4O3.

As for the spin multiplicity: 1. As for the HOMO energy: -7.3 eV. As for the charge: 0. Its HOMO-LUMO gap is 7.74 eV.

Each line ends with the Mulliken charge.
Geometry (Å):
O (-1.2243, -3.4366, -0.6110)  -0.46
O (-4.8462, 1.7909, -0.7049)  -0.70
O (3.5913, -0.4513, -2.4030)  -0.69
N (-2.9687, 1.7979, 0.6529)  -0.05
N (2.1211, 0.5811, -1.0696)  -0.07
N (1.7976, 1.1634, 1.6945)  -0.12
N (-2.7302, 1.2567, -1.4830)  -0.05
C (-1.6348, 1.5213, 0.4546)  -0.39
C (0.6273, -1.9732, -1.1998)  0.80
C (-1.4833, 1.1816, -0.8984)  -0.17
C (0.7067, 1.1671, 0.8449)  0.67
C (1.6663, 1.6363, 3.0610)  -0.97
C (1.4461, -1.4627, -2.2030)  -0.07
C (-3.5986, 2.2000, 1.8781)  -1.11
C (-0.5628, 1.5274, 1.3223)  -0.11
C (0.8488, 0.8702, -0.5327)  -0.15
C (2.4763, -0.4218, -1.9176)  0.06
C (-3.6565, 1.6338, -0.5366)  0.54
C (-0.2375, 0.8831, -1.4032)  -0.39
C (-0.3453, -2.9130, -1.5095)  0.42
C (1.3310, -1.9332, -3.5037)  -0.81
C (-1.2108, -2.9422, 0.7057)  -0.49
C (-3.0533, 0.9713, -2.8521)  -1.07
C (3.0172, 1.3171, 3.6885)  -0.77
C (0.3719, -2.8859, -3.8069)  -0.50
C (3.3299, -0.0335, 3.0546)  -0.82
C (2.8714, 0.1756, 1.6107)  -0.09
C (-0.4694, -3.3660, -2.8250)  -0.65
H (-3.1730, 3.1381, 2.2409)  0.33
H (-1.3701, -1.8583, 0.7297)  0.08
H (0.7547, -1.6306, -0.1860)  0.14
H (3.7596, 2.0561, 3.3872)  0.30
H (0.8775, 1.0967, 3.6067)  0.38
H (-0.7148, 1.7952, 2.3529)  0.60
H (2.9721, 1.2823, 4.7747)  0.40
H (2.7400, -0.8156, 3.5350)  0.32
H (-2.5417, 1.6658, -3.5221)  0.32
H (4.3815, -0.3040, 3.1144)  0.38
H (-2.7652, -0.0510, -3.1074)  0.32
H (1.4312, 2.7035, 3.0679)  0.44
H (-4.6577, 2.3396, 1.6642)  0.37
H (2.8562, 1.2487, -0.8769)  0.34
H (2.5316, -0.7550, 1.1502)  -0.03
H (3.7067, 0.5659, 1.0195)  0.27
H (-1.2308, -4.0974, -3.0450)  0.47
H (-0.2730, -3.1836, 1.2173)  0.30
H (-4.1308, 1.0874, -2.9618)  0.38
H (0.2760, -3.2510, -4.8184)  0.40
H (-0.0876, 0.6650, -2.4478)  0.62
H (1.9908, -1.5437, -4.2631)  0.47
H (-2.0340, -3.4405, 1.2152)  0.26
H (-3.4807, 1.4309, 2.6449)  0.33



Density functional theory data (wB97M-V/def2-TZVPD) for one molecule with the formula C21H24N4O3.

As for the spin multiplicity: 1. As for the HOMO energy: -8.0 eV. As for the charge: 0. Its HOMO-LUMO gap is 8.55 eV.

Each line ends with the Mulliken charge.
Geometry (Å):
O (-6.1871, -1.8419, -0.0734)  -0.67
O (-3.5315, 3.8951, -0.3330)  -0.46
O (4.8470, 2.1524, 0.8533)  -0.30
N (0.2227, -0.8685, -1.5171)  -0.90
N (1.4005, -2.1302, -0.1013)  0.20
N (-4.0701, -2.4756, 0.2753)  -0.06
N (3.8263, -0.9594, -0.7764)  0.15
C (3.9107, 0.0472, 0.2685)  -0.37
C (2.7112, -0.7494, -1.6872)  -1.15
C (3.8067, -2.3207, -0.2815)  -1.18
C (-2.0390, -1.5912, -0.7294)  -0.26
C (-5.0172, -1.5239, 0.0246)  -0.02
C (5.4767, 3.3548, 0.4941)  -0.72
C (-2.6719, -2.3969, 0.2048)  -0.01
C (1.4121, -1.2184, -1.1191)  0.96
C (-4.7528, 2.0523, -1.0851)  -0.57
C (4.5947, 1.3132, -0.2494)  -0.68
C (-2.5986, 4.4843, 0.5399)  -0.81
C (-1.9332, -3.1983, 1.0907)  -0.77
C (0.0793, -2.3742, 0.1822)  0.27
C (-3.6640, 0.4188, 0.8640)  -0.23
C (-0.6512, -1.5722, -0.7278)  0.76
C (-0.5543, -3.2008, 1.0940)  -1.04
C (2.5657, -2.6409, 0.5697)  -0.44
C (-3.2986, 1.7510, 0.8076)  -0.41
C (-5.1214, 0.7284, -1.0145)  -0.46
C (-4.5625, -0.1114, -0.0532)  -0.10
C (-3.8303, 2.5784, -0.1774)  0.94
H (4.7088, -2.4981, 0.3069)  0.45
H (-1.6201, 3.9988, 0.4688)  0.33
H (-2.9450, 4.4559, 1.5781)  0.33
H (-2.4686, -3.8257, 1.7883)  0.44
H (-3.2515, -0.2072, 1.6415)  0.41
H (-4.4545, -3.3879, 0.4897)  0.26
H (4.8554, 3.9394, -0.1960)  0.29
H (2.6339, 0.3045, -1.9523)  0.20
H (3.9602, 1.8350, -0.9817)  0.32
H (2.9298, 0.3198, 0.6849)  0.18
H (-5.8425, 0.3219, -1.7072)  0.42
H (5.5350, 1.0375, -0.7505)  0.36
H (5.6238, 3.9161, 1.4144)  0.25
H (-5.1672, 2.7097, -1.8328)  0.43
H (-2.5102, 5.5213, 0.2198)  0.24
H (2.4648, -3.7221, 0.7083)  0.46
H (0.0005, -3.8220, 1.7809)  0.41
H (4.5282, -0.3394, 1.0818)  0.38
H (-2.5934, -0.9996, -1.4376)  0.54
H (3.8282, -2.9816, -1.1527)  0.37
H (-2.6013, 2.1320, 1.5370)  0.40
H (2.6520, -2.1742, 1.5597)  0.32
H (2.9159, -1.3047, -2.6110)  0.28
H (6.4479, 3.1689, 0.0189)  0.30